[1]
Molecular formula: C13H24FNO8S2Si
Method: DFT, ωB97M-V/def2-TZVPD

Atoms and positions in Å:
S  2.20972  -2.74905  -1.02869
S  -0.54721  0.13036  2.26978
Si  -1.64369  2.11629  -2.98521
F  -6.04145  2.84958  -1.05494
O  2.10816  3.26777  -3.67752
O  -0.51429  1.00309  1.12485
O  1.01787  1.70597  -2.48726
O  -3.04041  1.26605  -0.72578
O  0.79202  -2.99287  -1.12692
O  0.66520  -0.47502  2.76940
O  -4.82108  4.19673  -2.29244
O  2.90824  -2.07568  -2.09528
N  -4.49341  1.88520  -2.40219
C  2.58752  -1.94325  0.53271
C  4.09557  -3.89921  0.38261
C  -2.85902  0.62219  3.38393
C  -5.08643  3.09553  -1.96549
C  -1.80195  -1.12357  1.98754
C  2.09351  2.52102  -2.73923
C  -2.88513  -0.87585  3.04495
C  -3.14250  1.67430  -1.84893
C  -1.39080  0.97870  3.59895
C  3.06626  -4.28351  -0.67492
C  3.36079  -2.97372  1.36306
C  3.22363  2.37588  -1.76350
C  -0.11349  2.41319  -1.92867
H  2.32899  -4.98343  -0.28246
H  -4.41794  1.93657  -3.41696
H  0.08375  3.49185  -1.88737
H  -1.48007  1.01987  -3.95727
H  -3.45363  0.84893  4.26746
H  2.66349  -3.55989  1.96486
H  1.65397  -1.64502  0.99790
H  4.92592  -3.36561  -0.08489
H  4.04749  -2.48020  2.04866
H  3.18776  -1.06369  0.31150
H  3.62846  1.36136  -1.79706
H  -0.27757  2.06295  -0.90249
H  3.49155  -4.66580  -1.59968
H  -1.00804  0.57668  4.53666
H  4.50079  -4.77960  0.87955
H  -3.26149  1.19863  2.54841
H  -2.66889  -1.45895  3.94234
H  -2.04080  3.34686  -3.69837
H  -1.33393  -2.10139  2.06905
H  2.88151  2.58302  -0.74436
H  -3.86110  -1.18754  2.67725
H  -1.17267  2.04152  3.52774
H  -2.17365  -0.97304  0.97556
H  4.00845  3.08581  -2.03687

Cartesian forces (eV/Å) of the 6 atoms listed first:
0.0 0.0 0.0
-0.2 0.0 0.1
0.2 0.1 -0.2
0.3 0.1 -0.1
-0.2 0.0 0.2
0.3 0.1 0.0

Properties
Total charge: 0
E_LUMO (Ha): 0.017


[2]
Molecular formula: C13H24FeN4O5S2
Method: DFT, ωB97M-V/def2-TZVPD

Atoms and positions in Å:
Fe  0.98251  0.76055  -0.33466
S  -0.00832  -3.04126  3.04162
S  1.05572  3.40690  3.01709
O  -2.56792  3.74807  1.53816
O  4.49304  -1.85560  -3.45869
O  -1.95012  0.83963  0.33239
O  0.80393  -3.01130  0.10174
O  1.56929  -1.55580  -2.03817
N  -0.89506  -0.88706  1.91289
N  0.71307  -0.64752  -1.76500
N  -1.00666  0.50970  -0.62462
N  0.50062  1.56345  1.28343
C  -2.97252  -0.20858  -1.99719
C  2.60317  1.45170  -0.22276
C  -1.52288  -0.03002  -1.74112
C  0.60791  3.81630  0.29759
C  0.23988  -0.47453  2.61443
C  0.90697  1.78156  3.58626
C  0.60375  0.92462  2.54129
C  0.66948  2.89061  1.44134
C  -0.48726  -0.67608  -2.46426
C  0.84307  -1.53484  3.29832
C  -2.15120  -2.89451  1.17591
C  -0.72549  -1.54514  -3.65681
C  -1.14756  -2.17623  1.99251
H  -0.75252  -2.56425  -3.25222
H  3.04678  0.38489  -0.13356
H  -3.59250  0.52745  -1.46326
H  -2.89202  -2.15768  0.85158
H  -1.65451  -1.37395  -4.25555
H  5.02658  -1.51433  -2.72659
H  -1.69127  0.14192  1.12450
H  -0.45567  4.13611  0.16960
H  1.22714  4.71832  0.47673
H  2.74910  1.70563  -1.35626
H  -2.01093  3.52463  2.29619
H  -2.63701  -3.64452  1.81522
H  0.94366  1.49251  4.63720
H  2.89167  2.17439  0.55237
H  3.82017  -1.06840  -3.42292
H  0.97851  3.32816  -0.63930
H  0.10856  -1.50296  -4.36886
H  1.80202  -1.45167  3.83800
H  -3.26904  -1.22381  -1.67973
H  -2.56887  2.96759  0.94590
H  -1.62548  -3.35877  0.32649
H  1.51820  -3.64234  0.26546
H  1.02711  -2.65807  -0.80212
H  -3.14711  -0.09552  -3.07060

Cartesian forces (eV/Å) of the 6 atoms listed first:
-3.2 -3.1 -2.6
-0.2 1.9 -0.5
-0.2 -0.8 0.3
0.0 -0.2 -0.3
-1.7 3.0 0.6
-0.5 -0.5 1.3

Properties
Total charge: 0
Multiplicity: 5
E_LUMO (alpha / beta) (Ha): 0.001 / -0.001


| no. | E_tot (Ha) |
| --- | --- |
| 1 | -2352.12568 |
| 2 | -3164.84298 |